Arrangement P

C19H25As2CrNO4S | ωB97M-V with the def2-TZVPD basis set

Element x y z (Å)
Cr: -0.8502 0.0571 0.5639
C: -4.1409 -3.2107 -1.2386
As: -2.5339 -2.1364 -0.9243
C: -2.0501 -2.9735 0.7944
C: -1.2465 -3.1175 -2.0412
C: -1.5305 -4.3719 -2.5710
C: -0.6125 -5.0345 -3.3742
C: 0.6081 -4.4460 -3.6618
C: 0.9061 -3.1955 -3.1409
C: -0.0105 -2.5256 -2.3381
As: 0.4140 -0.7812 -1.5919
C: 2.3593 -0.7796 -1.6039
C: -0.0260 0.4440 -3.0271
H: -4.0354 -4.2184 -0.8394
H: -4.3579 -3.2532 -2.3047
H: -4.9696 -2.7135 -0.7370
H: -2.0459 -4.0591 0.7011
H: -2.7781 -2.6739 1.5482
H: -1.0613 -2.6469 1.1223
H: -2.4785 -4.8482 -2.3565
H: -0.8542 -6.0113 -3.7730
H: 1.3278 -4.9561 -4.2887
H: 1.8626 -2.7404 -3.3661
H: 2.7684 -0.7921 -2.6124
H: 2.7203 -1.6429 -1.0475
H: 2.6906 0.1294 -1.1033
H: 0.5006 0.1901 -3.9454
H: 0.2244 1.4509 -2.6960
H: -1.1029 0.4025 -3.1782
C: 3.6306 5.2687 2.2613
C: 2.6867 4.1186 2.4798
C: 2.7283 2.9904 1.6680
C: 1.8367 1.9461 1.8554
C: 0.8971 2.0271 2.8715
C: 0.8513 3.1338 3.7081
C: 1.7431 4.1708 3.5040
S: -0.3291 0.7682 3.0438
O: 0.1879 -0.4387 2.3177
O: -0.5862 0.5835 4.4385
N: -1.5595 1.1242 2.1339
C: -1.9441 2.4732 1.7006
C: -1.4734 2.5638 0.2333
O: -0.8283 3.5046 -0.1766
O: -1.7926 1.4726 -0.4312
H: 4.3694 5.0343 1.4966
H: 4.1573 5.5207 3.1825
H: 3.0824 6.1562 1.9411
H: 3.4652 2.9293 0.8765
H: 1.8786 1.0640 1.2290
H: 0.1295 3.1688 4.5138
H: 1.7093 5.0401 4.1499
H: -1.5069 3.2759 2.2925
H: -3.0308 2.5584 1.7410

Results
**HOMO level (spin up / spin down)**: -8.175 / -8.694 eV
**2S+1**: 5
**LUMO level (spin up / spin down)**: 0.42 / 0.37 eV

***

Arrangement Q

C19H25As2CrNO4S | ωB97M-V with the def2-TZVPD basis set

Element x y z (Å)
Cr: 0.4427 -0.4370 0.8071
C: 4.9325 -2.0188 -0.4279
As: 3.1524 -1.2137 -0.4832
C: 3.5944 0.3668 0.6123
C: 3.2239 -0.3146 -2.2265
C: 4.4123 -0.1546 -2.9309
C: 4.4300 0.4795 -4.1659
C: 3.2531 0.9620 -4.7136
C: 2.0599 0.8084 -4.0225
C: 2.0344 0.1705 -2.7874
As: 0.3663 -0.0414 -1.8067
C: -0.7357 1.3763 -2.5492
C: -0.4000 -1.6309 -2.6049
H: 5.7138 -1.2608 -0.3994
H: 5.0729 -2.6679 -1.2908
H: 4.9899 -2.6257 0.4742
H: 4.4871 0.8579 0.2255
H: 3.7671 0.0486 1.6403
H: 2.7718 1.0840 0.6089
H: 5.3413 -0.5239 -2.5159
H: 5.3659 0.5969 -4.6969
H: 3.2604 1.4568 -5.6761
H: 1.1428 1.1888 -4.4546
H: -0.9485 1.2215 -3.6053
H: -0.2301 2.3300 -2.4074
H: -1.6762 1.3905 -2.0000
H: -0.4898 -1.5235 -3.6846
H: -1.3711 -1.8070 -2.1449
H: 0.2430 -2.4726 -2.3555
C: -6.3270 1.1715 2.2134
C: -4.8372 1.1165 2.4111
C: -3.9640 1.2798 1.3411
C: -2.5928 1.2001 1.5226
C: -2.0870 0.9621 2.7919
C: -2.9386 0.8153 3.8783
C: -4.3054 0.8914 3.6792
S: -0.3543 0.7268 3.0245
O: 0.3310 1.3771 1.8589
O: -0.0128 1.2468 4.3127
N: 0.0013 -0.7784 2.7384
C: -0.9222 -1.9141 2.8776
C: -1.3240 -2.2922 1.4353
O: -2.4700 -2.5381 1.1303
O: -0.2885 -2.2452 0.6250
H: -6.5805 1.4590 1.1943
H: -6.7852 1.8879 2.8963
H: -6.7735 0.1956 2.4103
H: -4.3629 1.4679 0.3518
H: -1.9158 1.3396 0.6890
H: -2.5260 0.6552 4.8657
H: -4.9761 0.7739 4.5220
H: -1.8060 -1.6968 3.4757
H: -0.3891 -2.7475 3.3366

Results
**HOMO level (spin up / spin down)**: -8.105 / -8.712 eV
**2S+1**: 5
**LUMO level (spin up / spin down)**: 0.42 / 0.36 eV

***

Which one is most stable, and which one is least stable? arrangement Q is the most stable of them, while arrangement P is the least stable.

***

Arrangement P

CH14O6 | ωB97M-V with the def2-TZVPD basis set

Element x y z (Å)
C: 1.6312 1.0301 2.9927
O: 2.2147 -0.1755 3.1222
H: 1.0498 1.2321 3.8923
H: 2.3918 1.8017 2.8738
H: 0.9655 1.0369 2.1296
H: 2.5338 -0.5030 2.2781
O: -2.0373 2.1296 -1.6875
H: -2.5138 1.6579 -2.3707
H: -1.6477 1.4416 -1.1480
O: 0.4492 -0.7010 -1.1061
H: 0.5257 -0.7720 -0.1546
H: -0.4805 -0.8444 -1.2834
O: -0.0280 -1.3070 1.6493
H: 0.3990 -0.8671 2.3844
H: -0.9044 -0.9235 1.6164
O: 1.3469 -0.3603 -3.6666
H: 0.5260 -0.5674 -4.1131
H: 1.1440 -0.4532 -2.7358
O: -2.1669 -0.8129 -1.4728
H: -2.9051 -0.3392 -1.8561
H: -2.4939 -1.7033 -1.3443

Results
**HOMO level**: -10.378 eV
**LUMO level**: -0.20 eV

***

Arrangement Q

CH14O6 | ωB97M-V with the def2-TZVPD basis set

Element x y z (Å)
C: -2.5348 3.1079 -1.0149
O: -1.4044 2.8731 -0.2257
H: -3.1199 2.1766 -1.3101
H: -3.2168 3.6760 -0.4570
H: -2.3165 3.6141 -1.9657
H: -0.9666 3.8087 -0.2720
H: 0.1429 0.4981 -1.2524
H: 0.3791 0.2684 0.2698
O: 0.0693 -0.1464 -0.5555
H: 0.0544 0.1267 2.5639
H: 1.4548 0.4313 2.6240
O: 0.8689 -0.3394 2.5660
H: 1.5300 -2.7572 0.4451
H: 1.2155 -1.9275 1.5235
O: 1.0894 -2.7920 1.1860
H: 0.8617 1.6132 -3.0688
H: 1.9388 2.5668 -2.4776
O: 1.3392 1.8712 -2.2380
H: 1.0851 -6.5641 1.8761
H: 0.5564 -5.6179 0.8242
O: 0.9736 -6.4875 0.9590

Results
**HOMO level**: -10.581 eV
**LUMO level**: 0.18 eV

***

Which one is most stable, and which one is least stable? arrangement P is the most stable of them, while arrangement Q is the least stable.

***

Arrangement P

C5H8FN | ωB97M-V with the def2-TZVPD basis set

Element x y z (Å)
C: -0.5714 2.3001 -0.1891
C: 1.5714 -1.7374 -0.3185
C: -0.5977 -1.0993 0.7528
C: -1.2648 1.9549 0.8394
C: 0.1894 -1.2366 -0.2827
N: -0.0254 2.4381 -1.2367
F: -0.2469 -0.6968 -1.4189
H: 1.9277 -2.0725 0.7229
H: 1.5921 -2.6320 -0.9586
H: 2.3489 -1.1036 -0.8602
H: -0.1852 -1.2989 1.7443
H: -0.2516 2.1067 -2.1704
H: -1.5817 -0.7975 0.8550
H: -1.8314 2.8441 1.1114
H: -1.0732 1.0307 1.4093

Results
**HOMO level**: -8.560 eV
**LUMO level**: 0.94 eV

***

Arrangement Q

C5H8FN | ωB97M-V with the def2-TZVPD basis set

Element x y z (Å)
C: 1.8216 0.3011 0.6922
C: -0.9108 -0.7360 1.5163
C: 0.5147 0.6960 -1.7580
C: -0.9242 0.1199 0.2680
C: 0.3377 -0.1525 -0.5479
N: 2.6146 0.4402 1.5289
F: 0.5752 -1.4427 -0.7003
H: -1.6552 -0.2786 2.2135
H: 0.1636 -0.8653 1.8591
H: -1.2114 -1.7407 0.9337
H: 1.3034 1.4513 -1.7867
H: 0.6329 -0.0349 -2.6376
H: -0.4352 1.1473 -1.9523
H: -1.0387 1.1739 0.6205
H: -1.7882 -0.0789 -0.2495

Results
**HOMO level**: -11.396 eV
**LUMO level**: 0.62 eV

***

Which one is most stable, and which one is least stable? arrangement Q is the most stable of them, while arrangement P is the least stable.

***

Arrangement P

C3H7OP | ωB97M-V with the def2-TZVPD basis set

Element x y z (Å)
C: -1.6597 -0.7743 -0.3484
C: -0.4698 -1.1850 0.0451
C: 0.5107 1.4981 0.0011
O: 2.1873 -0.7721 -0.4888
P: 1.0467 -0.2736 0.3625
H: -2.4294 -1.5139 -0.5865
H: -1.7475 0.2667 -0.5696
H: -0.3997 -2.2739 0.0963
H: 0.2707 1.4668 -1.0984
H: -0.0768 1.8798 0.7609
H: 1.4474 1.8836 0.0284
H: 1.3202 -0.2023 1.7975

Results
**HOMO level**: -10.061 eV
**LUMO level**: 0.79 eV

***

Arrangement Q

C3H7OP | ωB97M-V with the def2-TZVPD basis set

Element x y z (Å)
C: 2.1122 -0.8032 -0.3040
C: 1.0804 -1.0046 0.5360
C: -1.5860 1.4072 -0.0201
O: -2.2459 -1.0444 -0.3865
P: -1.2943 -0.0895 -1.0174
H: 2.7118 0.0674 -0.3139
H: 2.3668 -1.4350 -1.1352
H: 0.5011 -1.9070 0.5842
H: 1.0940 -0.3544 1.3874
H: -0.6255 1.6445 0.5565
H: -1.8060 2.3545 -0.6023
H: -2.3085 1.1645 0.7153

Results
**HOMO level**: -9.073 eV
**LUMO level**: -0.24 eV

***

Which one is most stable, and which one is least stable? arrangement P is the most stable of them, while arrangement Q is the least stable.

***

Arrangement P

C4H11N3S | ωB97M-V with the def2-TZVPD basis set

Element x y z (Å)
C: 2.0251 0.0508 0.4775
C: 1.2480 1.1503 -0.3145
C: -0.1967 0.8387 -0.6481
C: -2.5629 -1.2582 0.1354
H: 3.6467 -2.0565 -0.0033
H: 1.6291 0.2320 1.5980
H: 3.1820 0.3295 0.3500
H: 1.1862 1.9293 0.3790
H: 1.8352 1.6107 -1.1755
H: -0.5548 0.0613 -1.4739
H: -0.4897 1.8065 -1.1867
H: -0.6403 0.9255 1.3902
H: -0.5602 -1.2888 0.9107
H: -2.4368 -2.3337 0.1878
H: -3.2496 0.2923 -0.8849
N: -1.1362 0.6094 0.5294
N: -1.4507 -0.6720 0.8466
N: -3.4263 -0.6929 -0.7493
S: 1.9520 -1.5342 -0.3683

Results
**HOMO level**: -9.006 eV
**LUMO level**: -0.61 eV

***

Arrangement Q

C4H11N3S | ωB97M-V with the def2-TZVPD basis set

Element x y z (Å)
C: -0.8893 0.6205 0.0671
C: 1.6541 -0.2545 -0.9282
C: -0.3496 -1.4989 1.0761
C: 1.4266 0.0737 0.5224
N: -0.4601 1.7310 -0.5902
N: 0.0208 -0.0643 0.8422
N: -2.1033 0.2525 0.0110
S: -3.2842 -0.4876 0.8574
H: 2.5246 0.2658 -1.3846
H: 1.7614 -1.3387 -1.0694
H: 0.7216 0.1412 -1.5573
H: 0.3261 -1.8481 1.9090
H: -1.3753 -1.5918 1.5111
H: -0.5175 -2.0166 0.1660
H: 2.1369 -0.4274 1.1667
H: 1.6114 1.0853 0.7198
H: 0.4990 1.8724 -0.7323
H: -1.0885 2.1883 -1.1994
H: -2.6147 1.2972 -1.3875

Results
**HOMO level (spin up / spin down)**: -7.539 / -7.320 eV
**LUMO level (spin up / spin down)**: -0.11 / -0.68 eV

***

Which one is most stable, and which one is least stable? arrangement P is the most stable of them, while arrangement Q is the least stable.